ORCA calculation (ωB97M-V/def2-TZVPD) on an isolated ion of composition C5H12NS and charge +1.

- Strongest force on any atom: 4.235 eV/Å
- Charge: +1
- SMILES string: CC[C@H](S)C(C)=[NH2+]
- Gap between HOMO and LUMO: 9.22 eV
- Energy relative to the best compared isomer or geometry (same formula, charge and spin): 35.5 kcal per mole

Each line ends with the Löwdin charge.
Atoms and positions in Å:
C -1.96 -0.09 -0.84  -0.084
C -0.62 0.65 -1.00  -0.218
C 0.09 0.98 0.37  -0.488
S 1.34 2.44 0.14  0.826
C 0.74 -0.23 0.65  -0.381
C -0.05 -1.37 1.00  0.005
N 2.05 -0.30 0.64  0.239
H -1.97 -1.03 -1.41  0.089
H -2.09 -0.35 0.13  0.014
H -2.80 0.50 -1.30  0.116
H -0.77 1.58 -1.56  0.111
H 0.10 0.02 -1.61  0.139
H -0.62 1.29 1.16  0.149
H 1.83 1.94 -0.95  -0.146
H -0.77 -1.43 1.88  0.166
H 0.73 -2.03 1.24  0.074
H -0.50 -1.95 0.17  0.137
H 2.61 0.51 0.51  0.067
H 2.66 -1.13 0.78  0.183

---

ORCA calculation (ωB97M-V/def2-TZVPD) on a 9-piece molecular cluster, C17H19BCl33O2 overall.

- Strongest force on any atom: 2.092 eV/Å
- Charge: -1
- Gap between HOMO and LUMO: 6.48 eV

Each line ends with the Löwdin charge.
Atoms and positions in Å:
C 0.39 1.93 -3.03  -0.137
B 1.01 1.06 -4.32  -0.640
C 2.59 0.73 -3.97  -0.185
C 3.24 -0.38 -4.79  -0.227
C 4.45 -1.09 -4.14  -0.179
C 4.15 -1.69 -2.78  -0.177
O 5.35 -1.66 -1.94  -0.020
C 6.14 -2.73 -2.10  -0.361
O 7.35 -2.69 -1.93  0.044
C 0.08 -0.30 -4.53  -0.235
C 0.29 -1.42 -3.53  -0.712
C -0.31 -2.76 -4.05  -0.139
Cl -0.53 -1.07 -1.96  0.581
H 0.58 3.01 -3.14  0.002
H 0.82 1.65 -2.07  0.017
H -0.70 1.83 -2.93  0.022
H 0.90 1.78 -5.30  0.041
H 2.69 0.58 -2.89  0.071
H 3.16 1.64 -4.19  0.079
H 3.62 0.05 -5.72  0.107
H 2.54 -1.17 -5.10  0.091
H 4.71 -1.93 -4.80  0.106
H 5.33 -0.46 -4.12  0.118
H 3.81 -2.72 -2.89  0.114
H 3.40 -1.15 -2.23  0.108
H 5.64 -3.68 -2.35  0.140
H -0.98 -0.04 -4.52  0.087
H 0.30 -0.72 -5.52  0.084
H 1.33 -1.62 -3.33  0.059
H -0.90 -3.27 -3.30  0.037
H -0.94 -2.58 -4.91  0.064
H 0.48 -3.43 -4.38  0.064
C -2.79 0.47 1.33  -2.021
Cl -3.47 0.26 2.97  0.464
Cl -1.95 2.02 1.21  0.488
Cl -1.67 -0.84 0.98  0.480
Cl -4.11 0.44 0.16  0.534
C 0.93 5.13 -6.19  -2.054
Cl -0.52 4.17 -6.46  0.539
Cl 2.37 4.13 -6.38  0.542
Cl 0.98 6.46 -7.36  0.479
Cl 0.90 5.80 -4.55  0.515
C -3.83 -4.76 0.67  -2.027
Cl -3.96 -3.16 1.41  0.500
Cl -4.63 -5.97 1.70  0.472
Cl -4.60 -4.74 -0.91  0.536
Cl -2.13 -5.18 0.50  0.538
C -7.15 -3.39 4.69  -2.037
Cl -8.88 -3.79 4.62  0.519
Cl -6.25 -4.49 3.64  0.477
Cl -6.91 -1.73 4.14  0.518
Cl -6.58 -3.54 6.36  0.496
C 1.07 1.01 4.45  -2.039
Cl -0.64 0.63 4.19  0.500
Cl 2.06 -0.11 3.51  0.534
Cl 1.39 2.66 3.93  0.521
Cl 1.47 0.84 6.17  0.490
C -7.17 -0.78 9.59  -2.059
Cl -8.33 -0.61 10.91  0.517
Cl -5.89 0.42 9.78  0.526
Cl -6.47 -2.40 9.64  0.503
Cl -7.99 -0.53 8.05  0.515
C -0.91 6.08 1.65  -2.049
Cl -1.27 7.33 0.45  0.526
Cl 0.46 6.60 2.64  0.512
Cl -2.32 5.83 2.68  0.518
Cl -0.51 4.58 0.83  0.504
C 5.86 1.10 7.14  -2.055
Cl 5.07 0.84 8.70  0.511
Cl 6.72 2.65 7.17  0.518
Cl 7.02 -0.20 6.85  0.522
Cl 4.65 1.11 5.87  0.502

---

ORCA calculation (ωB97M-V/def2-TZVPD) on C22H45N2O6P2PtSi as an isolated structure.

- Strongest force on any atom: 2.968 eV/Å
- Charge: +1
- Gap between HOMO and LUMO: 6.62 eV
- Energy relative to the best compared isomer or geometry (same formula, charge and spin): 56.8 kcal per mole

Each line ends with the Löwdin charge.
Atoms and positions in Å:
Pt 0.19 0.06 -0.13  1.068
C -0.11 -6.31 -2.49  -0.025
C -1.18 -5.47 -1.81  -0.422
C -2.04 -6.27 -0.84  -0.026
O -0.50 -4.41 -1.09  -0.167
P -0.96 -2.92 -0.95  0.488
O 0.06 -1.96 -1.41  -0.296
C -1.35 -2.72 0.83  -0.201
P 0.25 -2.53 1.71  0.481
O 1.04 -1.37 1.28  -0.357
O -0.01 -2.46 3.27  -0.172
C -1.16 -2.47 4.13  -0.411
C -1.80 -3.85 4.21  -0.029
C -2.16 -1.37 3.77  -0.030
O 1.11 -3.82 1.48  -0.152
C 1.04 -5.07 2.19  -0.423
C 1.83 -4.96 3.49  -0.028
C 1.62 -6.12 1.25  -0.020
O -2.33 -2.89 -1.76  -0.173
C -3.28 -1.83 -1.94  -0.411
C -4.43 -2.02 -0.96  -0.029
C -2.67 -0.44 -1.84  -0.065
H -0.57 -7.04 -3.15  0.092
H 0.50 -6.83 -1.76  0.074
H 0.54 -5.67 -3.08  0.092
H -1.82 -5.01 -2.57  0.136
H -1.42 -6.69 -0.05  0.080
H -2.51 -7.10 -1.37  0.094
H -2.81 -5.65 -0.41  0.075
H -1.92 -3.58 1.19  0.075
H -1.93 -1.81 0.98  0.050
H -0.71 -2.23 5.10  0.152
H -2.24 -4.14 3.26  0.069
H -2.58 -3.83 4.97  0.096
H -1.06 -4.59 4.50  0.079
H -2.86 -1.71 3.01  0.070
H -1.63 -0.50 3.40  0.075
H -2.73 -1.09 4.65  0.095
H -0.01 -5.29 2.40  0.130
H 2.86 -4.70 3.26  0.097
H 1.81 -5.91 4.02  0.094
H 1.41 -4.19 4.13  0.066
H 2.65 -5.88 1.03  0.098
H 1.05 -6.13 0.33  0.051
H 1.57 -7.10 1.72  0.095
H -3.64 -1.99 -2.96  0.153
H -4.14 -1.77 0.05  0.070
H -4.76 -3.06 -0.98  0.086
H -5.27 -1.39 -1.25  0.092
H -2.38 -0.20 -0.81  0.050
H -3.40 0.29 -2.16  0.099
H -1.79 -0.35 -2.48  0.067
C 0.31 1.96 3.58  -0.020
C -0.25 2.65 2.38  -0.321
C -0.74 3.95 2.44  -0.031
C -1.15 4.57 1.26  -0.045
C -1.03 3.92 0.05  -0.017
C -0.52 2.61 0.06  -0.449
N -0.20 2.00 1.22  0.089
N -0.27 1.82 -1.01  -0.215
Si 0.46 2.31 -2.53  0.478
C 1.42 0.72 -2.97  -0.179
C -0.87 2.85 -3.80  -0.162
C 1.64 3.78 -2.26  -0.159
H 1.23 2.47 3.88  0.094
H 0.56 0.93 3.35  0.063
H -0.37 2.00 4.43  0.087
H -0.80 4.48 3.38  0.115
H -1.56 5.57 1.29  0.115
H -1.33 4.36 -0.88  0.106
H 0.78 -0.05 -3.41  0.017
H 1.85 0.29 -2.05  0.006
H 2.23 0.90 -3.66  0.031
H -1.58 2.06 -4.04  0.014
H -0.39 3.15 -4.73  0.027
H -1.43 3.70 -3.44  0.020
H 2.35 3.57 -1.47  0.031
H 1.10 4.68 -1.99  0.021
H 2.20 3.99 -3.16  0.031

---

Question: The lowest charge belongs to which entry?
Answer: C17H19BCl33O2